(1)
4 unconnected molecules or ions with the total composition C22H50NO4 in a non-equilibrium geometry, computed with wB97M-V/def2-TZVPD.

Each line ends with the Löwdin charge.
Atoms and positions in Å:
C  4.533  -2.576  4.240  -0.114
C  4.436  -1.082  4.914  -0.298
N  3.136  -0.351  4.668  -0.035
C  1.917  -1.225  4.863  -0.192
O  1.439  -1.905  3.646  -0.246
O  1.069  -1.046  2.724  -0.093
C  5.622  -0.170  4.166  -0.415
O  6.023  -0.553  2.927  -0.191
O  6.184  1.048  4.820  -0.314
H  5.654  -2.906  3.997  0.092
H  3.951  -2.675  3.204  0.082
H  4.021  -3.336  5.004  0.069
H  4.659  -1.076  6.086  0.148
H  3.124  0.178  3.769  0.105
H  2.190  -2.065  5.666  0.146
H  1.057  -0.585  5.389  0.136
H  1.939  -0.860  2.221  0.124
C  3.360  1.541  0.456  -0.100
C  2.730  2.542  -0.500  -0.273
C  1.589  3.347  0.125  -0.228
C  0.379  2.527  0.587  -0.222
C  -0.293  1.678  -0.495  -0.268
C  -0.873  2.501  -1.635  -0.126
H  2.645  0.774  0.766  0.048
H  4.201  1.035  -0.029  0.080
H  3.739  2.043  1.352  0.088
H  2.385  2.023  -1.401  0.096
H  3.508  3.243  -0.829  0.104
H  1.260  4.106  -0.594  0.096
H  1.979  3.901  0.989  0.112
H  -0.364  3.217  1.008  0.108
H  0.678  1.870  1.412  0.099
H  -1.107  1.108  -0.030  0.107
H  0.410  0.940  -0.895  0.100
H  -1.602  3.227  -1.262  0.067
H  -1.384  1.846  -2.349  0.067
H  -0.094  3.042  -2.180  0.068
C  0.719  -3.047  0.407  -0.116
C  0.974  -4.195  1.372  -0.260
C  1.971  -5.227  0.840  -0.223
C  1.545  -5.960  -0.437  -0.232
C  0.215  -6.714  -0.350  -0.279
C  0.220  -7.832  0.680  -0.122
H  0.256  -3.396  -0.521  0.064
H  0.042  -2.318  0.862  0.062
H  1.652  -2.533  0.157  0.077
H  0.025  -4.676  1.630  0.103
H  1.372  -3.780  2.306  0.087
H  2.171  -5.960  1.630  0.101
H  2.929  -4.727  0.646  0.113
H  2.337  -6.670  -0.707  0.106
H  1.488  -5.244  -1.266  0.099
H  0.001  -7.150  -1.334  0.101
H  -0.606  -6.021  -0.137  0.098
H  1.014  -8.555  0.469  0.073
H  -0.736  -8.366  0.660  0.066
H  0.363  -7.447  1.694  0.067
C  -7.526  3.866  -3.772  -0.119
C  -6.361  4.003  -4.740  -0.277
C  -5.131  3.188  -4.331  -0.228
C  -4.495  3.579  -2.992  -0.225
C  -4.048  5.039  -2.877  -0.272
C  -2.966  5.420  -3.875  -0.111
H  -7.277  4.259  -2.782  0.066
H  -8.390  4.427  -4.143  0.068
H  -7.824  2.819  -3.665  0.075
H  -6.099  5.060  -4.854  0.098
H  -6.689  3.660  -5.729  0.103
H  -4.381  3.263  -5.125  0.101
H  -5.410  2.128  -4.282  0.110
H  -3.628  2.929  -2.820  0.091
H  -5.198  3.364  -2.178  0.104
H  -3.659  5.202  -1.865  0.103
H  -4.905  5.712  -2.989  0.097
H  -2.087  4.779  -3.763  0.070
H  -2.652  6.456  -3.711  0.071
H  -3.322  5.341  -4.907  0.066

Output
HOMO-LUMO gap in eV: 6.41
LUMO level in eV: 2.2
Net charge: -1
HOMO energy in eV: -4.189

=====

(2)
A molecular structure, C13H15FN in a non-equilibrium geometry, computed with wB97M-V/def2-TZVPD.

Each line ends with the Löwdin charge.
Atoms and positions in Å:
C  2.817  1.270  -1.228  0.010
C  2.597  -0.033  -0.814  0.037
C  1.736  2.185  -1.171  0.043
C  1.300  -0.513  -0.390  -0.068
C  0.513  1.721  -0.889  -0.109
C  -0.065  -1.988  1.038  -0.409
C  -0.681  -3.320  1.150  -0.064
C  1.066  -1.935  0.092  -0.080
C  -0.587  -0.931  1.695  0.051
C  -0.939  2.093  -0.710  -0.102
C  -1.066  0.547  -0.581  -0.264
C  -2.121  -0.202  -0.652  0.149
C  -1.383  2.853  0.492  -0.111
N  0.310  0.428  -0.486  0.087
F  -2.730  3.292  0.314  -0.044
H  3.847  1.469  -1.585  0.143
H  3.445  -0.667  -0.940  0.120
H  2.047  3.208  -1.421  0.142
H  -0.051  -4.057  0.549  0.100
H  -1.669  -3.276  0.569  0.108
H  0.963  -2.596  -0.886  0.189
H  1.927  -2.265  0.681  0.147
H  -1.408  -1.123  2.407  0.106
H  -0.184  0.052  1.651  0.057
H  -1.301  2.499  -1.666  0.178
H  -0.866  -3.712  2.164  0.097
H  -2.312  -1.263  -0.848  0.095
H  -3.075  0.383  -0.664  0.120
H  -0.773  3.686  0.682  0.110
H  -1.356  2.196  1.447  0.162

Output
HOMO-LUMO gap in eV: 7.86
LUMO level in eV: -4.7
Net charge: +1
HOMO energy in eV: -12.560
Energy relative to the best compared isomer or geometry (same formula, charge and spin) in kJ/mol: 0.0

=====

(3)
C5H9NO in the gas phase, computed with wB97M-V/def2-TZVPD.

Each line ends with the Löwdin charge.
Atoms and positions in Å:
C  1.409  -1.346  0.441  -0.068
C  0.654  -0.415  -0.495  -0.301
C  -0.762  -0.858  -0.972  -0.127
C  -1.375  0.468  -0.439  -0.092
C  -0.015  0.793  0.127  -0.297
N  0.457  1.674  0.904  0.046
O  -0.536  2.583  1.271  -0.065
H  1.730  -2.252  -0.085  0.077
H  0.773  -1.647  1.281  0.082
H  2.296  -0.852  0.851  0.077
H  1.294  -0.122  -1.337  0.142
H  -0.864  -1.027  -2.047  0.103
H  -1.125  -1.743  -0.441  0.107
H  -2.170  0.380  0.308  0.113
H  -1.708  1.168  -1.213  0.117
H  -0.059  3.196  1.845  0.087

Output
HOMO-LUMO gap in eV: 10.52
LUMO level in eV: 1.1
Net charge: 0
HOMO energy in eV: -9.434
Energy relative to the best compared isomer or geometry (same formula, charge and spin) in kJ/mol: 277.7
Structure (SMILES): C[C@H]1CC/C1=N\O

=====

(4)
A molecular structure, C3H2CeFO3 in a non-equilibrium geometry, computed with wB97M-V/def2-TZVPD.

Each line ends with the Löwdin charge.
Atoms and positions in Å:
O  0.961  -0.612  1.439  -0.213
C  0.741  -1.629  0.716  -0.187
C  0.405  -1.468  -0.654  -0.117
H  0.558  -2.611  1.179  0.155
H  0.313  -2.301  -1.348  0.139
F  1.185  -0.424  -1.181  -0.119
Ce  1.025  1.586  0.485  1.617
O  -2.517  -1.214  -0.584  0.196
O  -1.332  0.685  -0.330  -0.039
C  -1.588  -0.479  -0.573  -0.432

Output
HOMO-LUMO gap (spin up / spin down) in eV: 6.34 / 8.08
LUMO level (spin up / spin down) in eV: -4.7 / -4.9
Net charge: +1
HOMO energy (spin up / spin down) in eV: -11.004 / -12.990
Multiplicity: 3
<S²>: 2.001

=====

(5)
A molecular structure, C8H21I2O4P2SSc in a non-equilibrium geometry, computed with wB97M-V/def2-TZVPD.

Each line ends with the Löwdin charge.
Atoms and positions in Å:
I  1.543  -0.858  2.149  0.473
I  -1.845  0.785  -2.289  0.870
Sc  0.162  0.017  -0.219  0.135
P  1.254  2.267  -0.025  0.841
C  0.637  3.449  1.114  -0.166
C  3.013  1.912  0.393  -0.184
H  3.514  2.848  0.122  0.091
H  2.032  3.685  -1.676  0.085
H  3.410  1.066  -0.193  0.071
H  1.569  2.117  -2.434  0.077
H  0.594  2.939  2.105  0.112
H  3.090  1.680  1.471  0.037
C  1.287  2.893  -1.706  -0.180
H  1.240  4.303  1.042  0.068
H  0.283  3.263  -1.943  0.060
H  -0.430  3.649  0.889  0.034
P  -0.965  -2.328  -0.256  0.672
C  -2.374  -2.553  0.824  -0.220
C  -1.460  -2.644  -1.963  -0.301
H  1.225  -3.341  -0.387  0.057
H  -0.137  -4.513  -0.230  0.060
H  0.471  -3.583  1.213  0.024
C  0.281  -3.578  0.129  -0.280
H  -0.648  -2.349  -2.644  0.052
H  -1.649  -3.710  -2.007  0.061
H  -2.712  -3.572  0.647  0.072
H  -3.142  -1.812  0.568  0.067
H  -2.348  -2.037  -2.196  -0.001
H  -2.057  -2.402  1.865  0.068
C  -1.338  0.424  1.522  -0.207
O  -2.068  0.718  2.356  0.154
C  -4.331  3.790  1.111  -0.124
S  -2.935  2.909  0.417  0.803
O  -2.077  3.298  1.674  -0.394
O  -3.479  1.600  0.155  -0.476
O  -0.644  1.675  0.027  -0.773
H  -4.435  3.099  2.013  0.108
H  -5.058  3.717  0.338  0.056
H  -3.880  4.763  1.426  0.094

Output
HOMO-LUMO gap (spin up / spin down) in eV: 5.63 / 5.26
LUMO level (spin up / spin down) in eV: -9.8 / -10.2
Net charge: +2
HOMO energy (spin up / spin down) in eV: -15.448 / -15.412
Energy relative to the best compared isomer or geometry (same formula, charge and spin) in kJ/mol: 701.5

=====

(6)
A molecular structure, C27H13Cl3F5N3O5SbSe6W in a non-equilibrium geometry, computed with wB97M-V/def2-TZVPD.

Each line ends with the Löwdin charge.
Atoms and positions in Å:
W  -1.046  0.970  -0.588  1.017
O  -1.483  1.631  -4.515  0.155
C  -1.771  1.321  -3.384  -0.459
O  -0.976  1.621  -2.314  -0.365
C  -2.955  0.557  -2.926  -0.138
C  -4.005  0.036  -3.649  0.050
C  -4.922  -0.802  -3.000  0.002
C  -4.678  -1.239  -1.698  0.039
C  -3.601  -0.716  -1.003  -0.137
N  -2.845  0.306  -1.570  -0.052
C  -2.939  -1.203  0.222  -0.476
O  -3.224  -2.185  0.868  0.140
O  -1.836  -0.423  0.507  -0.412
H  -4.086  0.266  -4.698  0.131
H  -5.767  -1.183  -3.548  0.116
H  -5.297  -1.982  -1.225  0.134
Cl  4.969  3.888  -3.788  0.676
C  3.764  3.045  -2.892  -0.680
C  2.607  3.708  -2.516  -0.110
C  1.681  2.999  -1.781  -0.561
Cl  0.284  3.757  -1.198  0.813
C  1.823  1.642  -1.442  -0.393
O  0.869  1.035  -0.729  -0.516
C  3.024  1.023  -1.820  -0.567
Cl  3.333  -0.612  -1.356  0.731
C  3.977  1.720  -2.542  -0.133
H  2.429  4.739  -2.779  0.113
H  4.892  1.222  -2.820  0.102
C  1.500  -1.002  1.897  -0.016
N  1.713  0.144  2.728  -0.050
C  1.071  1.317  2.674  -0.490
Se  -0.387  1.765  1.525  0.684
N  1.510  2.111  3.666  0.145
C  2.449  1.429  4.403  -0.171
C  3.165  1.759  5.543  -0.002
C  4.010  0.787  6.050  -0.086
C  4.146  -0.458  5.443  -0.084
C  3.442  -0.793  4.301  0.003
C  2.586  0.172  3.797  -0.149
H  0.735  -0.813  1.132  0.042
H  1.145  -1.845  2.492  0.115
H  2.419  -1.279  1.377  0.082
H  1.125  3.025  3.860  0.176
H  3.053  2.718  6.019  0.115
H  4.566  0.994  6.952  0.103
H  4.802  -1.192  5.883  0.103
H  3.545  -1.760  3.836  0.114
Se  -3.766  5.197  3.019  -0.235
Sb  -3.863  4.088  0.861  -0.468
Se  -6.190  3.390  1.036  -0.248
Se  -4.059  6.053  -0.546  -0.212
Se  -2.317  2.485  0.250  0.231
F  -1.084  -7.205  -1.604  0.115
C  -0.916  -5.876  -1.633  -0.130
C  0.224  -5.310  -1.072  -0.137
F  1.160  -6.096  -0.518  0.110
C  0.385  -3.938  -1.094  -0.243
F  1.475  -3.393  -0.525  0.052
C  -0.551  -3.098  -1.693  -0.453
Se  -0.235  -1.265  -1.712  0.934
C  -1.672  -3.687  -2.268  -0.234
F  -2.577  -2.911  -2.880  0.085
C  -1.868  -5.058  -2.233  -0.136
F  -2.964  -5.597  -2.783  0.113

Output
HOMO-LUMO gap (spin up / spin down) in eV: 3.31 / 3.29
LUMO level (spin up / spin down) in eV: -0.3 / -0.3
Net charge: -1
HOMO energy (spin up / spin down) in eV: -3.596 / -3.594

=====

(7)
C5H6O in the gas phase, computed with wB97M-V/def2-TZVPD.

Each line ends with the Löwdin charge.
Atoms and positions in Å:
C  -1.754  0.354  0.008  -0.100
C  -0.854  -0.864  -0.231  -0.247
C  0.531  -0.428  -0.360  -0.023
C  1.610  0.069  -0.140  0.032
C  2.690  0.526  0.706  -0.291
O  2.557  1.479  1.441  0.049
H  -1.340  0.944  0.833  0.082
H  -1.796  1.005  -0.868  0.078
H  -2.771  0.045  0.265  0.072
H  -1.185  -1.506  -1.053  0.111
H  -0.847  -1.476  0.680  0.122
H  3.609  -0.086  0.692  0.115

Output
HOMO-LUMO gap in eV: 10.60
LUMO level in eV: 0.4
Net charge: 0
HOMO energy in eV: -10.238
Energy relative to the best compared isomer or geometry (same formula, charge and spin) in kJ/mol: 198.7
Structure (SMILES): CCC#CC=O

=====

(8)
C4H6S2 in the gas phase in a non-equilibrium geometry, computed with wB97M-V/def2-TZVPD.

Each line ends with the Löwdin charge.
Atoms and positions in Å:
C  0.980  -0.573  -0.577  -0.048
C  0.488  0.545  0.290  -0.328
C  0.457  1.913  -0.189  -0.688
S  1.379  3.318  -0.638  0.600
C  -0.865  1.282  0.047  -0.498
S  -1.950  1.818  1.517  0.721
H  0.443  -0.647  -1.519  0.087
H  0.986  -1.566  -0.204  0.068
H  1.981  -0.385  -0.883  0.074
H  0.820  0.500  1.280  0.124
H  -1.280  1.117  -0.885  0.076
H  -2.390  3.020  1.244  -0.186

Output
HOMO-LUMO gap in eV: 7.83
LUMO level in eV: -0.8
Net charge: 0
HOMO energy in eV: -8.643
Energy relative to the best compared isomer or geometry (same formula, charge and spin) in kJ/mol: 228.5
Structure (SMILES): C[C@H]1C(=S)[C@@H]1S

=====

Result set for M: 392.645, 204.268, 99.133, 245.160, 574.031, 1440.126, 82.102, 118.226 g/mol, one per record in the order listed.